Computed, not measured: a structure of composition C18H20BrGeN2O7SeV at a distorted geometry, with ωB97M-V/def2-TZVPD.

Element x y z (Å)
V1 0.1771 0.2698 -0.5584
O1 3.2576 0.3193 -1.4806
C1 2.4821 -0.2191 -0.7439
O2 1.3276 -0.7046 -1.1856
C2 2.6899 -0.3695 0.7381
C3 3.9263 -0.6883 1.2681
C4 4.0627 -0.8439 2.6450
C5 2.9806 -0.7036 3.5012
C6 1.7530 -0.3188 2.9886
C7 1.5836 -0.1145 1.5990
O3 0.4696 0.2836 1.0733
N1 0.6024 -0.1815 3.8608
O4 0.7359 -0.5311 5.0025
O5 -0.4163 0.2532 3.3617
N2 5.3801 -1.1841 3.1928
O6 5.4644 -1.2647 4.3897
O7 6.2657 -1.3510 2.3948
H1 4.7870 -0.8355 0.6314
H2 3.1009 -0.8878 4.5611
Br1 2.7485 6.0160 -2.6410
C8 1.9712 4.4053 -2.0232
C9 1.5610 3.4455 -2.9433
C10 0.9981 2.2700 -2.4841
C11 0.8375 2.0562 -1.1193
C12 1.2690 3.0090 -0.2060
C13 1.8229 4.1948 -0.6569
H3 1.6926 3.6232 -3.9988
H4 0.6904 1.5103 -3.2026
H5 1.1753 2.8355 0.8647
H6 2.1568 4.9388 0.0497
C14 -2.3925 -1.8497 0.7196
Ge1 -3.2703 -2.1375 -1.0471
C15 -2.6149 -3.8303 -1.8266
C16 -5.2481 -2.0392 -1.0972
C17 -2.6268 -0.6687 -2.3209
Se1 -1.8912 0.9641 -1.5723
C18 -3.1370 1.3826 -0.1197
H7 -2.2095 -2.8177 1.1819
H8 -3.0025 -1.2705 1.4084
H9 -1.4169 -1.3533 0.5890
H10 -2.9756 -4.6535 -1.2135
H11 -1.5274 -3.8670 -1.8456
H12 -2.9920 -3.9692 -2.8366
H13 -5.6634 -2.8088 -0.4550
H14 -5.5792 -2.2381 -2.1135
H15 -5.6507 -1.0801 -0.7868
H16 -3.4443 -0.3571 -2.9811
H17 -1.8249 -1.0654 -2.9547
H18 -4.0708 0.8447 -0.2866
H19 -3.3172 2.4564 -0.1648
H20 -2.6979 1.1279 0.8461

Calculated values
E_LUMO (alpha / beta) = -5.00 / -4.79 eV
<S²> = 0.761
2S+1 = 2
E_HOMO (alpha / beta) = -0.4360 / -0.4405 Eh
Relative energy (zero: lowest compared OMol25 entry of this formula, charge and spin) = 1.871 eV
Charge = +1
Frontier orbital gap (alpha / beta) = 0.2523 / 0.2645 Ha

These are the Löwdin partial charges, in e, on atoms 1 to 4: 0.82, 0.20, -0.51, -0.05

---

Computed, not measured: an isolated molecule of C18H20Cl2N2O2, with ωB97M-V/def2-TZVPD.

Element x y z (Å)
O1 -0.6728 -0.8491 2.1883
C1 -0.4223 -1.4709 1.1959
C2 0.1299 -2.8710 1.0746
C3 0.6165 -2.9877 -0.3702
N1 2.0661 -2.9857 -0.4574
C4 2.7823 -1.8256 0.0432
C5 2.9308 -0.6575 -0.9475
C6 3.6223 0.5043 -0.2867
C7 2.9553 1.4002 0.4286
C8 3.5891 2.5621 1.1285
C9 5.0127 2.8049 0.6369
C10 5.7649 1.4808 0.5767
C11 5.1145 0.5675 -0.4580
C12 -0.0631 -1.8093 -1.0798
O2 -0.1140 -1.5997 -2.2619
N2 -0.5960 -0.9877 -0.1013
C13 -1.3120 0.2001 -0.3820
C14 -0.7047 1.2612 -1.0368
C15 -1.4227 2.4143 -1.2985
C16 -2.7447 2.5197 -0.9076
C17 -3.3619 1.4561 -0.2664
Cl1 -5.0134 1.5787 0.1977
C18 -2.6546 0.2856 -0.0084
Cl2 -3.4333 -1.0551 0.7351
H1 -0.6854 -3.5674 1.2784
H2 0.9177 -3.0588 1.8015
H3 0.2819 -3.9154 -0.8456
H4 2.3568 -3.1874 -1.4080
H5 2.2904 -1.4618 0.9473
H6 3.7805 -2.1751 0.3280
H7 3.5049 -0.9934 -1.8145
H8 1.9435 -0.3555 -1.2975
H9 1.8833 1.3109 0.5535
H10 2.9777 3.4558 0.9777
H11 3.5969 2.3598 2.2052
H12 5.5233 3.5053 1.3003
H13 4.9835 3.2458 -0.3618
H14 6.8129 1.6470 0.3203
H15 5.7282 1.0025 1.5577
H16 5.5314 -0.4403 -0.3844
H17 5.3371 0.9348 -1.4659
H18 0.3263 1.1796 -1.3415
H19 -0.9464 3.2376 -1.8066
H20 -3.3093 3.4176 -1.1009

Calculated values
E_LUMO = 0.66 eV
E_HOMO = -0.3225 Eh
Relative energy (zero: lowest compared OMol25 entry of this formula, charge and spin) = 0.064 eV
SMILES = O=C1C[C@H](NCCC2=CCCCC2)C(=O)N1c1cccc(Cl)c1Cl
Frontier orbital gap = 0.3467 Ha

These are the Löwdin partial charges, in e, on atoms 1 to 4: 0.11, -0.46, -0.02, -0.23

---

Computed, not measured: a structure of composition C18H20Cl5F5NO2PdSiTe, with ωB97M-V/def2-TZVPD.

Element x y z (Å)
Pd1 -0.2530 0.3966 1.3726
Cl1 2.0683 0.6127 3.6406
C1 0.9750 -0.7169 3.8128
C2 -0.0701 -0.8485 2.9018
C3 -0.9921 -1.8604 3.1506
Cl2 -2.3806 -2.0084 2.1161
C4 -0.8610 -2.7489 4.2157
Cl3 -2.0260 -3.9954 4.4792
C5 0.2206 -2.6197 5.0814
Cl4 0.4040 -3.7092 6.4078
C6 1.1368 -1.5905 4.8860
Cl5 2.4497 -1.3968 5.9898
C7 2.9467 -1.9550 -1.2971
Si1 1.1236 -1.6595 -1.6414
C8 0.7492 -2.4285 -3.3235
C9 0.1026 -2.6588 -0.4331
N1 0.6732 0.0450 -1.7998
C10 -0.0395 0.5198 -2.9191
C11 -1.4044 0.2202 -3.0008
C12 -2.1636 0.6173 -4.0880
C13 -1.5817 1.3570 -5.1114
C14 -0.2345 1.6798 -5.0245
C15 0.5351 1.2631 -3.9482
H1 3.2807 -2.7883 -1.9235
H2 3.1005 -2.2227 -0.2508
H3 3.5759 -1.0961 -1.5217
H4 0.9901 -3.4950 -3.2973
H5 1.3512 -1.9641 -4.1083
H6 -0.2991 -2.3246 -3.6087
H7 0.2767 -3.7193 -0.6461
H8 -0.9637 -2.4684 -0.5656
H9 0.3636 -2.4716 0.6067
H10 -1.8522 -0.3316 -2.1823
H11 -3.2161 0.3619 -4.1298
H12 -2.1713 1.6821 -5.9595
H13 0.2321 2.2605 -5.8119
H14 1.5861 1.5099 -3.8920
F1 -0.2309 1.7751 -0.1694
Te1 1.8422 1.2981 -0.6463
F2 2.9498 1.0015 -2.2385
F3 1.8315 2.5607 0.8274
F4 1.6011 2.9074 -1.5757
F5 3.6578 1.3745 -0.0845
O1 1.5465 -0.0702 0.6014
C16 -3.3791 3.0709 2.5879
C17 -2.0634 2.3875 2.3805
C18 -0.8105 3.1816 2.5310
O2 -2.0594 1.1998 2.0709
H15 -3.4317 3.9429 1.9330
H16 -3.4395 3.4366 3.6151
H17 -4.2008 2.3914 2.3805
H18 -0.9754 4.0913 3.1061
H19 -0.4485 3.4341 1.5294
H20 -0.0223 2.5691 2.9745

Calculated values
E_LUMO = 2.25 eV
E_HOMO = -0.1991 Eh
Relative energy (zero: lowest compared OMol25 entry of this formula, charge and spin) = 1.608 eV
Charge = -1
Frontier orbital gap = 0.2818 Ha

These are the Löwdin partial charges, in e, on atoms 1 to 4: 0.95, 0.72, -0.68, -0.31

---

Computed, not measured: a structure of composition C18H20ClCsN4O5S2, with ωB97M-V/def2-TZVPD.

Element x y z (Å)
Cs1 0.4175 -0.9481 -2.4939
O1 -0.3020 3.7369 2.1924
C1 -0.0633 2.7183 2.9961
O2 -0.0726 2.8346 4.1973
C2 0.1889 1.3835 2.3564
C3 0.2325 0.1846 3.0408
Cl1 -0.0685 -0.0627 4.6958
N1 0.5036 -0.8099 2.1500
N2 0.6307 -0.2912 0.9126
C4 0.4516 1.0128 1.0163
C5 0.5138 1.8383 -0.2564
O3 0.0621 3.0007 -0.1882
O4 1.0085 1.2877 -1.2578
C6 0.7066 -2.2269 2.2862
C7 0.7630 -2.8619 3.5215
C8 0.9778 -4.2325 3.5816
C9 1.1436 -4.9805 2.4292
C10 1.0957 -4.3401 1.2009
C11 0.8799 -2.9742 1.1226
H1 -0.2389 3.4841 1.2115
H2 0.6518 -2.3056 4.4342
H3 1.0210 -4.7127 4.5501
H4 1.3157 -6.0466 2.4876
H5 1.2358 -4.8987 0.2847
H6 0.8561 -2.4961 0.1589
S1 3.9485 -1.3398 -2.2659
C12 4.2429 0.0511 -1.4045
N3 3.6718 0.4358 -0.2634
C13 3.9340 1.8027 0.1759
C14 5.3172 2.1547 -0.3603
S2 5.4580 1.2073 -1.9147
H7 2.7883 0.0078 -0.0046
H8 3.8911 1.8581 1.2632
H9 3.1903 2.4860 -0.2415
H10 6.1216 1.8448 0.3027
H11 5.4099 3.2141 -0.5835
C15 -5.0133 -1.0789 -2.6145
N4 -4.4540 0.2618 -2.7419
C16 -5.3391 1.4199 -2.7034
C17 -3.1072 0.3484 -2.8234
C18 -2.4693 1.7116 -2.9278
O5 -2.4270 -0.6819 -2.8221
H12 -6.0977 -1.0126 -2.6303
H13 -4.6957 -1.5497 -1.6841
H14 -4.6794 -1.7105 -3.4357
H15 -6.3658 1.0674 -2.6581
H16 -5.2404 2.0355 -3.5969
H17 -5.1625 2.0420 -1.8255
H18 -3.1748 2.5339 -2.9036
H19 -1.9010 1.7605 -3.8571
H20 -1.7574 1.8363 -2.1097

Calculated values
E_LUMO = -0.13 eV
E_HOMO = -0.3138 Eh
Relative energy (zero: lowest compared OMol25 entry of this formula, charge and spin) = 0.149 eV
Frontier orbital gap = 0.3090 Ha

These are the Löwdin partial charges, in e, on atoms 1 to 4: 1.11, 0.11, -0.51, 0.06

---

Computed, not measured: a structure of composition C18H20ClO7V at a distorted geometry, with ωB97M-V/def2-TZVPD.

Element x y z (Å)
V1 0.2401 1.6249 0.5216
O1 0.3048 -0.1396 -0.7843
C1 0.2752 -1.3290 0.0525
C2 -0.6469 -0.9915 1.2958
O2 -1.2236 -1.9016 1.8759
O3 -0.6273 0.2448 1.5799
C3 -0.1505 -2.5005 -0.8088
C4 0.7590 -2.9892 -1.7465
C5 0.4104 -4.0228 -2.5989
C6 -0.8571 -4.5856 -2.5251
C7 -1.7700 -4.0965 -1.6043
C8 -1.4232 -3.0567 -0.7511
C9 1.6275 -1.5284 0.7010
C10 2.4807 -0.4473 0.9013
C11 3.6226 -0.5712 1.6774
C12 3.9437 -1.7954 2.2410
C13 3.1118 -2.8870 2.0246
C14 1.9578 -2.7566 1.2697
H1 -0.5712 -0.0726 -1.1924
H2 1.7488 -2.5513 -1.7976
H3 1.1288 -4.3930 -3.3202
H4 -1.1264 -5.4039 -3.1817
H5 -2.7597 -4.5322 -1.5407
H6 -2.1241 -2.6933 -0.0135
H7 2.2638 0.5114 0.4451
H8 4.2372 0.3051 1.8395
H9 4.8324 -1.8989 2.8510
H10 3.3568 -3.8450 2.4668
H11 1.2926 -3.6007 1.1402
C15 -2.6740 3.7720 1.0126
C16 -2.0336 3.5501 -0.3562
C17 -3.0372 3.9187 -1.4585
C18 -1.5339 2.1050 -0.4990
H12 -2.9261 4.8251 1.1669
H13 -1.9909 3.4565 1.7998
H14 -3.5930 3.1845 1.0972
H15 -1.1794 4.2289 -0.4578
H16 -3.8991 3.2466 -1.4205
H17 -2.5747 3.8230 -2.4435
H18 -3.3964 4.9492 -1.3515
H19 -1.3337 1.9280 -1.5726
H20 -2.3523 1.4313 -0.1980
O4 2.0836 4.8533 0.6994
Cl1 1.6491 3.4943 0.7372
O5 1.2561 3.0934 -0.6085
O6 2.7160 2.6500 1.2064
O7 0.5052 3.3934 1.6280

Calculated values
E_LUMO (alpha / beta) = 2.78 / 2.78 eV
<S²> = 0.758
2S+1 = 2
E_HOMO (alpha / beta) = -0.1205 / -0.0984 Eh
Relative energy (zero: lowest compared OMol25 entry of this formula, charge and spin) = 0.566 eV
Charge = -1
Frontier orbital gap (alpha / beta) = 0.2228 / 0.2006 Ha

These are the Löwdin partial charges, in e, on atoms 1 to 4: 0.74, -0.05, -0.29, -0.56

---

Computed, not measured: an isolated molecule of C18H20F3N3O4S at a distorted geometry, with ωB97M-V/def2-TZVPD.

Element x y z (Å)
C1 -2.9847 0.6271 -0.9006
S1 -1.7671 -0.0758 0.1936
O1 -1.7244 -1.5241 0.0376
O2 -0.4858 0.5304 -0.0935
C2 -2.3701 0.2715 1.9034
C3 -2.0031 1.6908 2.4645
C4 -0.7263 1.7141 3.3819
N1 0.4692 1.2736 2.6628
C5 1.7453 1.4066 3.2043
O3 1.8772 1.9004 4.3209
C6 2.9751 1.2657 2.2992
O4 2.8414 0.0402 1.5219
C7 3.0858 0.1842 0.1868
C8 4.1996 0.8418 -0.3155
C9 4.4660 0.8576 -1.6663
C10 3.5425 0.2916 -2.5770
C11 2.3943 -0.3781 -2.0989
C12 1.3889 -0.9615 -3.0085
C13 0.2228 -1.6686 -2.5635
C14 -0.4916 -2.0228 -3.6509
C15 -1.8138 -2.6922 -3.7187
F1 -1.8062 -3.8818 -3.0543
F2 -2.7959 -1.9452 -3.1033
F3 -2.1716 -2.8764 -5.0254
N2 0.3071 -1.6316 -4.6951
N3 1.4150 -0.9648 -4.3135
C16 2.2004 -0.4078 -0.7359
C17 -3.6993 -0.4170 2.3346
C18 -2.3630 -0.8687 2.9756
H1 -2.6086 0.5451 -1.9062
H2 -3.1538 1.6785 -0.6278
H3 -3.8698 0.0181 -0.7683
H4 -2.8669 2.0358 3.0528
H5 -1.8543 2.3907 1.6541
H6 -0.8382 1.1073 4.2754
H7 -0.5779 2.7466 3.6785
H8 0.4284 0.8808 1.7027
H9 3.8582 1.1129 2.9007
H10 3.0278 2.1527 1.6660
H11 4.8916 1.2594 0.3928
H12 5.3320 1.3858 -2.0777
H13 3.6865 0.3631 -3.6686
H14 -0.0354 -1.9151 -1.5210
H15 0.0236 -1.8190 -5.6844
H16 1.3843 -0.9670 -0.3598
H17 -4.1850 -1.1492 1.6920
H18 -4.3795 0.0667 3.0104
H19 -1.9616 -1.8080 2.5842
H20 -2.2292 -0.6646 4.0381

Calculated values
E_LUMO = 0.37 eV
E_HOMO = -0.3103 Eh
Relative energy (zero: lowest compared OMol25 entry of this formula, charge and spin) = 1.905 eV
SMILES = CS(=O)(=O)C1(CCNC(=O)COc2cccc(-c3cc(C(F)(F)F)[nH]n3)c2)CC1
Frontier orbital gap = 0.3240 Ha

These are the Löwdin partial charges, in e, on atoms 1 to 4: -0.11, 0.68, -0.33, -0.33

---

Computed, not measured: an isolated molecule of C18H20FN3O3 at a distorted geometry, with ωB97M-V/def2-TZVPD.

Element x y z (Å)
C1 -2.4305 -2.4612 1.9258
C2 -2.7352 -1.7377 0.6714
C3 -1.8172 -1.3766 -0.3530
C4 -2.5716 -0.6594 -1.2328
C5 -2.1727 0.1663 -2.4122
N1 -1.5971 1.4119 -1.9251
C6 -0.3451 1.4060 -1.4028
O1 0.4320 0.4983 -1.6016
C7 0.0368 2.6510 -0.5929
C8 -1.0287 3.0895 0.4113
C9 -1.3601 1.9272 1.3381
C10 -0.1753 1.0729 1.7606
O2 -0.3398 0.1667 2.5622
N2 1.0342 1.3556 1.2410
C11 2.1714 0.5390 1.6459
C12 2.3773 -0.6045 0.6876
C13 1.5961 -1.7497 0.7799
C14 1.7349 -2.7797 -0.1328
C15 2.6611 -2.6834 -1.1580
C16 3.4577 -1.5585 -1.2658
C17 3.3013 -0.5407 -0.3451
F1 4.0973 0.5530 -0.4538
C18 1.2983 2.3333 0.2052
O3 -3.8412 -0.5980 -0.7845
N3 -3.9248 -1.2748 0.3916
H1 -3.3462 -2.6553 2.4756
H2 -1.9212 -3.3982 1.7102
H3 -1.7691 -1.8390 2.5299
H4 -0.7718 -1.5911 -0.4150
H5 -3.0335 0.3883 -3.0425
H6 -1.3998 -0.3536 -2.9818
H7 -2.2494 2.1227 -1.6350
H8 0.2537 3.4581 -1.3008
H9 -1.9350 3.4560 -0.0764
H10 -0.6231 3.9216 0.9918
H11 -2.0697 1.2416 0.8676
H12 -1.8390 2.2813 2.2538
H13 1.9474 0.1482 2.6414
H14 3.0561 1.1787 1.6885
H15 0.8718 -1.8131 1.5780
H16 1.1169 -3.6613 -0.0468
H17 2.7653 -3.4839 -1.8745
H18 4.1888 -1.4555 -2.0521
H19 1.6998 3.2506 0.6568
H20 2.0519 1.9202 -0.4685

Calculated values
E_LUMO = 0.57 eV
E_HOMO = -0.3344 Eh
Relative energy (zero: lowest compared OMol25 entry of this formula, charge and spin) = 0.000 eV
SMILES = Cc1cc(CNC(=O)[C@H]2CCC(=O)N(Cc3ccccc3F)C2)on1
Frontier orbital gap = 0.3554 Ha

These are the Löwdin partial charges, in e, on atoms 1 to 4: -0.02, -0.34, 0.04, -0.25

---

Computed, not measured: a structure of composition C18H20IIrN5PS2, with ωB97M-V/def2-TZVPD.

Element x y z (Å)
Ir1 -0.0111 0.6666 -0.6581
S1 -0.3588 1.2270 1.5727
C1 -1.8261 1.8689 0.8489
N1 -1.8782 1.4974 -0.4158
C2 -2.9679 2.0460 -1.0934
C3 -3.3176 1.8761 -2.4293
C4 -4.4574 2.5103 -2.8835
C5 -5.2399 3.2964 -2.0282
C6 -4.9001 3.4691 -0.7010
C7 -3.7493 2.8342 -0.2419
S2 -3.0719 2.8857 1.3725
H1 -2.7054 1.2833 -3.0992
H2 -4.7493 2.4078 -3.9198
H3 -6.1233 3.7843 -2.4162
H4 -5.5038 4.0835 -0.0467
I1 0.7821 0.6093 -3.2793
C8 2.4407 0.2073 -2.0445
C9 3.7451 0.0593 -2.4316
C10 4.6761 -0.1380 -1.4100
C11 4.2567 -0.1694 -0.0880
C12 2.9146 -0.0078 0.2027
N2 2.0092 0.1735 -0.7744
H5 4.0393 0.1043 -3.4711
H6 5.7238 -0.2562 -1.6561
H7 4.9631 -0.3074 0.7187
H8 2.5408 -0.0072 1.2179
C13 -1.6307 -4.1273 -1.5760
N3 -2.6694 -3.0987 -1.3667
C14 -3.4030 -3.2790 -0.1175
N4 -2.3252 -3.1005 0.8505
C15 -1.2751 -4.1343 0.7491
N5 -0.6068 -4.0220 -0.5427
C16 0.1782 -2.7957 -0.6590
P1 -0.9003 -1.3081 -0.4976
C17 -2.2705 -1.7514 -1.6849
C18 -1.8509 -1.7573 1.0479
H9 -1.1961 -3.9932 -2.5654
H10 -2.1014 -5.1080 -1.5233
H11 -3.8136 -4.2835 -0.0547
H12 -4.1833 -2.5312 0.0050
H13 -1.7435 -5.1136 0.8350
H14 -0.5680 -4.0011 1.5663
H15 0.6864 -2.7687 -1.6261
H16 0.9491 -2.7701 0.1145
H17 -1.8820 -1.7137 -2.7050
H18 -3.1006 -1.0493 -1.5864
H19 -2.6739 -1.0585 1.2043
H20 -1.1754 -1.7164 1.9043

Calculated values
E_LUMO (alpha / beta) = -10.73 / -12.15 eV
<S²> = 0.759
2S+1 = 2
E_HOMO (alpha / beta) = -0.6238 / -0.6237 Eh
Relative energy (zero: lowest compared OMol25 entry of this formula, charge and spin) = 0.000 eV
Charge = +3
Frontier orbital gap (alpha / beta) = 0.2295 / 0.1772 Ha

These are the Löwdin partial charges, in e, on atoms 1 to 4: 0.71, 0.68, -1.05, -0.24